A single C7H13Cl molecule. Source: the OMol25 dataset; level of theory: ωB97M-V/def2-TZVPD.

Structure (XYZ):
```
21
Properties=species:S:1:pos:R:3
C 1.33256 -0.48090 1.73679
C 0.80189 -0.46773 0.22395
C 0.56828 1.06083 -0.10309
C -0.54677 0.69344 -1.07805
C -0.09592 0.18000 -2.51236
C -0.61414 -0.68806 -0.20269
C -1.45699 -0.27964 1.19645
H 2.16339 0.44884 1.88119
H 0.41639 -0.17184 2.34818
H 1.97851 -1.42012 2.10272
H 1.61271 -0.85895 -0.39763
H 0.18681 1.74016 0.58411
H 1.38045 1.69796 -0.65206
H -1.39632 1.27765 -0.91943
H 0.77081 -0.48308 -2.32531
H -0.78899 -0.46053 -3.03202
H 0.03846 1.09429 -3.09037
H -1.14502 -1.59200 -0.62738
H -2.56907 0.07387 0.91229
H -1.11916 0.48514 1.76745
Cl -1.51787 -1.84935 2.18729
```

Output
ΔE to the lowest compared entry with this formula, charge and spin = 70.9 kcal/mol
HOMO-LUMO gap = 10.67 eV
DFT total energy = -734.5813 hartree
SMILES string = C[C@@H]1C[C@@H](C)C1CCl


A molecular structure, C33H33N6O4SSe2W. Source: the OMol25 dataset; level of theory: ωB97M-V/def2-TZVPD.

Structure (XYZ):
```
80
Properties=species:S:1:pos:R:3
W 1.11289 0.72336 -0.46337
Se 1.84957 3.22760 -0.86026
Se 0.91677 0.88013 -3.05768
C 2.78381 0.72994 -2.91926
C 3.68123 0.61655 -3.97373
C 5.01738 0.47213 -3.67705
C 5.41234 0.41780 -2.34588
C 4.45515 0.53425 -1.36305
N 3.16918 0.71661 -1.64514
C 0.00726 3.36022 -1.14233
C -0.68460 4.45042 -1.65582
C -2.03826 4.31860 -1.87645
C -2.66186 3.12140 -1.54456
C -1.90480 2.09901 -1.02167
N -0.59396 2.21178 -0.83068
H 3.31516 0.63254 -4.99055
H 5.74982 0.38041 -4.47118
H 6.44917 0.28834 -2.07054
H 4.71899 0.47309 -0.31567
H -0.14622 5.35653 -1.89932
H -2.60480 5.13355 -2.31378
H -3.72253 2.96961 -1.69138
H -2.36389 1.16813 -0.72759
O -1.28037 -0.78986 -1.50892
C -2.02239 -1.33184 -0.44125
C -1.30173 -0.81986 0.82702
O -1.63743 -1.12727 1.93049
O -0.23418 -0.03242 0.63931
C -3.48211 -0.85402 -0.50151
C -4.20118 -0.44318 0.61562
C -5.52957 -0.04611 0.48982
C -6.15172 -0.05461 -0.74914
C -5.44064 -0.47541 -1.86689
C -4.11995 -0.87667 -1.73989
C -1.95848 -2.86565 -0.44309
C -1.18167 -3.52954 -1.38257
C -1.15208 -4.91997 -1.41528
C -1.89631 -5.65285 -0.50635
C -2.66355 -4.98971 0.44777
C -2.69742 -3.60514 0.47946
H -1.59855 -1.13548 -2.34786
H -3.73217 -0.43406 1.59085
H -6.07918 0.26603 1.37015
H -7.18711 0.25384 -0.84447
H -5.91818 -0.49513 -2.83957
H -3.59785 -1.22349 -2.62641
H -0.57708 -2.97708 -2.08750
H -0.53807 -5.42351 -2.15267
H -1.88143 -6.73543 -0.53733
H -3.24484 -5.55575 1.16747
H -3.29755 -3.09951 1.22707
C 3.88486 2.34467 1.46835
C 3.53781 0.94995 1.78908
C 4.18242 0.21846 2.84163
C 3.61941 -1.00682 2.86180
C 2.62111 -1.02739 1.81947
C 1.80570 -2.23457 1.56239
N 2.59146 0.17561 1.17558
H 4.10639 2.48243 0.41225
H 4.75961 2.64337 2.04537
H 3.05220 3.00322 1.71194
H 4.97044 0.60290 3.47486
H 3.84234 -1.83942 3.51536
H 1.70222 -2.78779 2.49644
H 2.33026 -2.88689 0.85530
H 0.82700 -2.02977 1.15880
C 0.19476 0.54382 3.94009
N -0.29217 1.89359 3.70660
C -0.01338 2.60787 2.59171
N -0.53417 3.86660 2.52996
O 0.66583 2.18641 1.65547
H -0.62113 -0.10117 4.25927
H 0.98934 0.53355 4.68860
H 0.57390 0.16162 3.00318
H -0.83237 2.32592 4.43387
H -1.07890 4.27205 3.26819
H -0.30222 4.42793 1.73185
S 2.54468 -3.37452 -2.34005
C 1.97671 -2.10213 -1.58375
N 1.58085 -1.15786 -1.01106
```

Output
ΔE to the lowest compared entry with this formula, charge and spin = 0.0 kcal/mol
charge = +1
HOMO-LUMO gap (spin up / spin down) = 6.54 / 5.56 eV
DFT total energy = -7174.8497 hartree
2S+1 = 3
expectation value of S² = 2.022


Values of max |F|, in order: 0.1297; 0.0341, all in hartree/bohr.